[1]
Here is a molecular structure, C4H5KO5 from the Open Molecules 2025 dataset. Energies are from ωB97M-V/def2-TZVPD.

The geometry in ORCA input format:
```
! wB97M-V def2-TZVPD RIJCOSX def2/J DEFGRID3
* xyz 1 2
K 3.53270 1.38233 -1.24030
O -1.04418 0.51957 -0.83466
O 0.22290 2.03693 -1.78047
O 2.65079 0.33624 1.00296
O 1.01358 -1.16837 1.30136
O -0.86325 2.64569 -0.10047
C -0.69274 1.75849 -0.96793
C -0.59738 -0.34874 0.24117
C 1.69254 -0.14727 1.52127
C -1.20627 -1.66102 -0.21954
H 0.48309 0.63455 0.84708
H -1.10305 -2.43291 0.55107
H -0.66711 -1.99277 -1.11615
H -2.29183 -1.56636 -0.34072
H -1.12980 0.00364 1.13535
*
```

Its energy above the lowest of the compared OMol25 structures with the same formula, charge and spin is 708.3 kJ/mol. For the total energy, the calculation gives -1131.09606 hartree. The calculation puts the HOMO-LUMO gap (alpha / beta) at 8.17 / 7.15 eV.

Here are the natural (NBO) charges for atoms 1 to 6, given in e: 1.00, -0.53, -0.44, -0.58, -0.51, -0.33

***

[2]
Here is a molecular structure, C4H5LiLuO6 from the Open Molecules 2025 dataset. Energies are from ωB97M-V/def2-TZVPD.

The geometry in ORCA input format:
```
! wB97M-V def2-TZVPD RIJCOSX def2/J DEFGRID3
* xyz 1 1
Lu -3.46029 0.73816 -2.01696
O 0.05313 -0.19420 -1.57097
O 1.86532 0.52242 0.79802
O -2.10132 -0.75046 -1.14580
O -0.76758 2.70296 -0.21757
O -0.64856 -0.39425 0.60014
O -2.79845 2.03920 -0.58598
C 0.34308 -1.34412 0.93148
C 1.76368 -0.88068 0.60407
C -1.52135 1.80335 -0.64653
C -0.95928 -0.19752 -0.77897
Li 0.76495 1.42256 -0.55906
H 0.23958 -1.47611 2.01682
H 2.46692 -1.41701 1.25819
H 2.01087 -1.07878 -0.44446
H 2.60543 0.80406 1.33566
H 0.14385 -2.29958 0.42193
*
```

For the total energy, the calculation gives -1849.69240 hartree. The calculation puts the HOMO-LUMO gap (alpha / beta) at 5.08 / 5.08 eV.

Here are the natural (NBO) charges for atoms 1 to 6, given in e: 2.25, -0.80, -0.79, -0.91, -0.65, -0.56

***

[3]
Here is a molecular structure, C4H5LiO3Pb from the Open Molecules 2025 dataset. Energies are from ωB97M-V/def2-TZVPD.

The geometry in ORCA input format:
```
! wB97M-V def2-TZVPD RIJCOSX def2/J DEFGRID3
* xyz 2 1
Pb 0.59875 1.85376 -0.21656
O 0.53686 -0.04402 -1.05838
O -1.08113 -1.68688 -0.35994
O -1.36718 0.55045 -0.18622
C 2.52669 -0.01462 0.17132
C 1.41443 -0.71670 -0.09812
C -2.64915 0.45302 0.47683
C -0.70137 -0.55626 -0.49490
Li 0.53625 -2.83014 0.25408
H -3.37534 0.07594 -0.24849
H 3.12454 -0.31702 1.03152
H 2.93149 0.75705 -0.50499
H -2.87735 1.47269 0.79352
H -2.56693 -0.23202 1.32558
*
```

Its energy above the lowest of the compared OMol25 structures with the same formula, charge and spin is 0.0 kJ/mol. For the total energy, the calculation gives -580.80950 hartree. The calculation puts the HOMO-LUMO gap at 8.21 eV.

Here are the natural (NBO) charges for atoms 1 to 6, given in e: 1.66, -0.68, -0.56, -0.58, -0.62, -0.19